{"formula": "C24H29N3O5", "method": "wB97M-V/def2-TZVPD", "symbols": ["C", "H", "O", "C", "C", "C", "C", "C", "C", "O", "C", "H", "H", "H", "H", "C", "C", "N", "C", "O", "C", "C", "C", "C", "C", "C", "H", "H", "H", "H", "H", "H", "C", "O", "N", "C", "H", "C", "N", "C", "H", "C", "H", "O", "C", "C", "H", "H", "H", "H", "H", "H", "H", "H", "H", "H", "H", "H", "H", "H", "H"], "coordinates": [[5.763, 3.687, -0.970], [6.180, 2.801, -0.480], [4.554, 4.087, -0.375], [3.506, 3.220, -0.392], [3.521, 1.954, -0.951], [2.397, 1.142, -0.904], [1.227, 1.582, -0.298], [1.201, 2.876, 0.239], [2.315, 3.690, 0.210], [2.379, 4.950, 0.719], [1.229, 5.486, 1.324], [0.916, 4.895, 2.191], [0.396, 5.559, 0.616], [1.510, 6.485, 1.653], [0.286, 3.218, 0.695], [0.020, 0.770, -0.223], [-0.039, -0.564, -0.093], [1.072, -1.381, 0.073], [1.045, -2.716, -0.215], [0.089, -3.234, -0.759], [2.268, -3.472, 0.167], [3.538, -2.903, 0.216], [4.629, -3.677, 0.568], [4.465, -5.018, 0.878], [3.206, -5.592, 0.820], [2.115, -4.825, 0.458], [1.125, -5.252, 0.400], [3.076, -6.638, 1.054], [5.321, -5.614, 1.157], [5.613, -3.233, 0.599], [3.695, -1.866, -0.045], [1.901, -0.960, 0.470], [-1.365, -1.269, 0.064], [-1.706, -1.728, 1.133], [-2.148, -1.221, -1.033], [-3.429, -1.885, -1.106], [-3.357, -2.725, -1.805], [-4.552, -0.944, -1.555], [-5.224, -0.299, -0.443], [-4.361, 0.589, 0.318], [-3.514, 0.025, 0.705], [-5.143, 1.159, 1.500], [-4.537, 1.880, 2.051], [-6.297, 1.851, 1.080], [-7.130, 0.994, 0.337], [-6.402, 0.430, -0.882], [-7.065, -0.255, -1.416], [-6.134, 1.262, -1.559], [-7.992, 1.590, 0.031], [-7.465, 0.159, 0.970], [-5.428, 0.334, 2.168], [-3.990, 1.420, -0.311], [-5.308, -1.531, -2.083], [-4.140, -0.204, -2.269], [-3.647, -2.275, -0.111], [-1.739, -0.912, -1.900], [-0.916, 1.311, -0.218], [2.427, 0.182, -1.397], [4.409, 1.583, -1.438], [5.640, 3.486, -2.040], [6.445, 4.525, -0.838]], "forces_ev_per_angstrom": [[0.2, -0.1, -0.1], [0.0, 0.0, 0.0], [-0.4, 0.0, 0.1], [0.0, 0.1, 0.1], [0.3, 0.3, 0.1], [-0.3, 0.0, 0.0], [0.5, 0.1, -0.1], [0.1, 0.1, 0.1], [0.2, 0.2, 0.0], [0.3, -0.3, -0.2], [-0.2, 0.1, 0.1], [0.0, 0.0, 0.0], [0.0, 0.0, 0.0], [-0.1, -0.1, 0.0], [-0.1, 0.1, 0.1], [-0.3, -0.6, -0.1], [-0.2, 0.3, -0.1], [0.2, 0.2, 0.2], [0.1, 0.1, -0.2], [0.1, -0.1, 0.1], [0.2, -0.3, 0.1], [-0.2, 0.0, 0.0], [0.1, 0.0, 0.0], [0.0, 0.0, 0.0], [0.0, 0.0, 0.0], [-0.1, 0.2, 0.0], [-0.1, 0.0, 0.0], [0.0, -0.1, 0.0], [0.1, 0.0, 0.0], [0.1, 0.0, 0.0], [0.0, 0.1, 0.0], [-0.1, -0.1, 0.0], [-0.1, 0.4, -0.2], [0.0, -0.2, 0.2], [-0.1, 0.2, -0.2], [-0.2, 0.1, -0.1], [0.0, 0.0, 0.1], [0.0, -0.2, 0.1], [0.0, 0.0, -0.1], [-0.2, 0.1, 0.3], [0.1, 0.0, 0.0], [0.4, -0.1, -0.1], [0.0, -0.1, 0.0], [0.0, 0.2, 0.0], [-0.1, -0.1, -0.4], [-0.1, 0.1, 0.3], [0.0, 0.0, 0.0], [0.0, -0.1, 0.0], [0.0, -0.1, 0.0], [0.0, 0.1, -0.1], [0.1, 0.1, 0.0], [0.0, 0.0, 0.0], [0.0, 0.0, -0.1], [-0.1, 0.0, 0.0], [0.0, 0.0, -0.1], [0.1, 0.0, 0.2], [-0.2, 0.0, 0.0], [0.0, -0.1, 0.0], [0.1, 0.0, 0.0], [0.0, 0.0, 0.0], [0.0, -0.1, 0.0]], "lumo_energy_ev": 0.4, "e_tot_ev": -40065.80938, "smiles": "COc1ccc(/C=C(\\NC(=O)c2ccccc2)C(=O)NCCN2CCOCC2)cc1OC"}

{"formula": "C11H12N2PSc", "method": "wB97M-V/def2-TZVPD", "symbols": ["C", "C", "C", "C", "C", "Sc", "P", "H", "H", "H", "H", "H", "H", "H", "H", "N", "C", "C", "C", "C", "C", "N", "C", "H", "H", "H", "H"], "coordinates": [[1.629, 2.455, -1.632], [2.426, 1.285, -1.673], [1.917, 0.447, -2.711], [0.866, 1.138, -3.380], [0.643, 2.361, -2.715], [-1.719, -0.141, 0.738], [-0.912, 1.876, 2.107], [1.749, 3.307, -0.970], [3.172, 1.030, -0.934], [2.233, -0.571, -2.898], [-0.115, 3.090, -2.962], [0.357, 0.784, -4.271], [-1.477, 3.203, 2.068], [0.534, 2.077, 2.117], [-1.106, 1.619, 3.519], [-4.271, -2.729, 1.660], [-3.175, -2.538, 1.273], [-1.725, -2.401, 0.996], [-0.900, -2.274, 2.145], [0.424, -1.851, 1.994], [0.737, -1.165, 0.818], [-0.073, -1.234, -0.295], [-1.167, -2.081, -0.284], [-1.266, -2.702, 3.090], [1.170, -2.025, 2.771], [1.699, -0.670, 0.659], [-1.651, -2.293, -1.234]], "forces_ev_per_angstrom": [[-0.6, -0.6, -0.7], [-1.3, 0.1, -0.1], [0.0, 0.8, 0.3], [0.2, 0.0, 0.6], [0.8, -0.7, 0.7], [1.1, -0.7, -0.7], [0.9, 1.0, 1.3], [0.0, -0.1, -0.1], [0.2, 0.0, -0.1], [0.1, 0.1, -0.2], [0.1, 0.2, -0.1], [-0.1, 0.0, 0.2], [0.6, -0.7, 0.0], [-1.2, 0.1, -0.1], [0.1, 0.3, -0.7], [2.3, 0.7, -1.1], [-0.8, -1.2, 0.6], [-1.5, -0.1, 0.4], [-0.4, -0.7, 0.5], [0.0, 0.4, 0.2], [-0.1, -0.4, -1.1], [0.1, -0.2, 0.3], [-0.3, 0.8, 0.2], [0.2, 0.5, -0.4], [-0.3, 0.4, -0.1], [-0.4, 0.1, 0.0], [0.1, 0.0, 0.2]], "lumo_energy_ev": [-1.7, -1.9], "e_tot_ev": -44563.10981}

{"formula": "C41H56LaN9O4SiTe", "method": "wB97M-V/def2-TZVPD", "symbols": ["La", "N", "C", "C", "C", "C", "N", "C", "N", "N", "C", "O", "O", "H", "H", "H", "H", "H", "H", "H", "H", "H", "H", "H", "H", "H", "H", "C", "Si", "C", "C", "H", "H", "H", "H", "H", "H", "H", "H", "H", "C", "C", "C", "C", "C", "N", "C", "O", "N", "C", "C", "C", "C", "N", "C", "C", "C", "H", "H", "H", "H", "H", "H", "H", "H", "H", "H", "H", "H", "H", "C", "Te", "C", "C", "C", "C", "C", "C", "C", "H", "H", "H", "H", "H", "H", "H", "H", "C", "N", "N", "C", "O", "C", "C", "C", "C", "C", "C", "C", "C", "C", "H", "H", "H", "H", "H", "H", "H", "H", "H", "H", "H", "H"], "coordinates": [[1.349, -14.875, 18.256], [-1.977, -13.030, 16.728], [-1.362, -12.625, 15.500], [-1.848, -13.518, 14.339], [-1.373, -13.287, 12.933], [-1.671, -11.908, 12.257], [-0.599, -10.959, 12.570], [-0.367, -9.877, 11.833], [0.697, -9.095, 12.020], [-1.195, -9.499, 10.856], [0.167, -12.693, 15.611], [0.814, -12.207, 14.662], [0.690, -13.298, 16.621], [-2.985, -12.908, 16.670], [-1.682, -12.424, 17.501], [-1.611, -11.575, 15.190], [-2.939, -13.449, 14.274], [-1.608, -14.584, 14.611], [-1.938, -14.007, 12.355], [-0.325, -13.515, 12.775], [-2.679, -11.468, 12.517], [-1.631, -12.020, 11.153], [0.038, -11.244, 13.369], [1.325, -9.250, 12.794], [0.707, -8.154, 11.662], [-2.111, -9.888, 10.814], [-1.025, -8.664, 10.308], [5.408, -14.542, 19.525], [3.597, -14.267, 20.151], [3.572, -12.395, 20.606], [3.580, -15.259, 21.793], [6.083, -14.308, 20.392], [5.656, -13.952, 18.652], [5.532, -15.593, 19.251], [3.863, -12.137, 21.635], [2.601, -11.936, 20.447], [4.247, -11.855, 19.966], [4.270, -14.798, 22.516], [3.953, -16.235, 21.518], [2.653, -15.405, 22.311], [7.549, -11.434, 19.974], [7.520, -11.683, 18.489], [6.577, -11.009, 17.717], [6.452, -11.278, 16.371], [7.252, -12.243, 15.782], [7.181, -12.468, 14.373], [6.070, -12.526, 13.581], [6.015, -12.091, 12.447], [4.952, -13.062, 14.179], [4.827, -14.205, 14.945], [5.890, -15.126, 15.187], [5.618, -16.232, 15.927], [4.339, -16.437, 16.466], [3.377, -15.514, 16.346], [3.640, -14.436, 15.595], [8.211, -12.866, 16.517], [8.367, -12.559, 17.850], [7.316, -10.406, 20.208], [8.486, -11.719, 20.448], [6.777, -12.047, 20.444], [5.953, -10.277, 18.235], [5.783, -10.726, 15.767], [8.033, -12.231, 13.849], [4.132, -12.743, 13.678], [6.875, -14.957, 14.777], [6.395, -16.961, 16.153], [4.148, -17.376, 16.991], [2.855, -13.694, 15.475], [8.838, -13.597, 16.040], [9.121, -13.090, 18.411], [0.566, -12.684, 22.804], [0.173, -14.195, 21.402], [-1.554, -13.029, 20.853], [-1.811, -12.190, 22.091], [-3.005, -11.509, 22.266], [-3.183, -10.727, 23.400], [-2.210, -10.672, 24.370], [-1.005, -11.384, 24.233], [-0.770, -12.064, 23.060], [1.286, -11.950, 22.432], [1.062, -13.139, 23.674], [-2.398, -13.673, 20.603], [-1.278, -12.444, 19.969], [-3.778, -11.613, 21.511], [-4.122, -10.213, 23.547], [-2.419, -10.127, 25.287], [-0.240, -11.420, 25.028], [-4.158, -18.235, 16.693], [-3.329, -17.961, 17.889], [-2.058, -17.448, 17.743], [-1.748, -16.652, 18.825], [-0.591, -16.095, 18.974], [-2.865, -16.660, 19.668], [-3.843, -17.389, 19.007], [-5.255, -17.514, 19.380], [-1.029, -18.225, 17.105], [-0.697, -19.446, 17.612], [0.306, -20.157, 16.972], [1.023, -19.626, 15.908], [0.734, -18.326, 15.490], [-0.291, -17.621, 16.074], [-4.521, -17.317, 16.257], [-4.988, -18.931, 16.905], [-3.537, -18.748, 15.960], [-2.995, -16.163, 20.608], [-5.326, -17.836, 20.429], [-5.771, -18.271, 18.828], [-5.764, -16.565, 19.283], [-1.272, -19.929, 18.421], [0.545, -21.166, 17.325], [1.742, -20.234, 15.424], [1.296, -17.872, 14.657], [-0.588, -16.628, 15.768]], "forces_ev_per_angstrom": [[-0.3, -0.1, -0.8], [-0.6, 0.1, 0.9], [0.3, 0.8, -0.9], [0.0, -0.9, 1.0], [-0.3, 0.8, -1.1], [-0.1, 0.0, -0.2], [0.7, 0.4, 0.5], [-0.2, 0.0, 0.4], [0.7, 0.1, 0.6], [-0.2, 0.0, -0.2], [0.4, 0.0, -0.7], [-0.2, -0.2, 0.8], [-0.1, 0.3, -0.2], [0.0, -0.1, 0.0], [0.0, -0.3, -0.4], [0.3, -0.5, 0.3], [0.0, 0.0, 0.4], [-0.3, 0.9, -0.2], [0.0, -0.2, -0.4], [0.2, 0.0, 0.1], [0.9, -0.6, 0.0], [-0.3, -0.3, 0.6], [-0.5, 0.3, -0.7], [-0.1, -0.2, -0.1], [-0.1, -0.1, -0.1], [-0.4, -0.2, -0.2], [0.0, -0.3, 0.2], [-0.4, -0.2, 1.2], [0.8, 0.4, 0.3], [-0.3, -0.2, 0.4], [0.6, 0.6, -0.4], [-0.3, -0.2, -0.9], [0.1, 0.3, -0.1], [0.2, 0.0, 0.1], [0.0, -0.3, -0.1], [-0.3, 0.1, 0.0], [0.4, 0.2, -0.5], [0.0, -0.2, -0.2], [0.2, -0.5, 0.2], [-0.7, -0.1, 0.2], [0.0, -0.6, -0.1], [-0.1, 0.5, 0.4], [-0.2, 0.0, 0.4], [0.2, -0.1, 0.5], [-0.7, 0.6, -0.8], [1.2, -0.1, -0.6], [0.7, 0.6, -0.1], [0.1, -0.1, 0.2], [-1.1, 0.1, -0.2], [1.6, -0.6, 0.6], [-0.7, 1.2, -0.7], [-0.5, -0.9, 0.8], [0.5, 0.2, -0.1], [-0.2, -0.5, 0.3], [-0.6, 0.3, 0.0], [0.5, -0.5, 0.0], [0.2, -0.6, 0.5], [0.1, 0.3, 0.1], [0.1, 0.1, -0.1], [-0.1, 0.0, 0.0], [0.0, -0.1, -0.4], [-0.7, 0.5, -0.5], [-0.7, -0.1, 0.3], [-0.1, -0.3, 0.2], [0.0, 0.0, 0.0], [-0.2, 0.1, -0.2], [-0.2, 0.5, 0.1], [-0.1, -0.1, 0.2], [0.3, -0.2, -0.1], [0.2, 0.0, 0.2], [0.9, 0.2, 0.2], [-0.4, -0.6, -0.6], [0.2, 0.0, 0.3], [0.9, 0.3, 0.2], [0.3, -0.2, -0.1], [-0.4, -0.1, -0.2], [0.5, -0.3, 0.8], [-0.3, 0.6, 0.4], [-0.9, -0.4, -0.5], [-0.2, -0.1, -0.2], [-0.5, 0.1, -0.1], [0.1, 0.0, 0.0], [-0.2, 0.1, 0.2], [0.0, 0.1, 0.2], [0.0, 0.1, 0.0], [0.2, 0.0, -0.2], [-0.6, 0.3, -0.5], [0.6, -0.8, -0.1], [-0.9, 0.2, 0.4], [0.6, 0.2, -0.5], [1.0, 0.4, 0.4], [-1.0, -0.8, -0.4], [-0.7, -0.1, -0.6], [0.8, 0.1, 0.3], [-0.2, -0.4, 1.0], [0.1, 1.3, -0.3], [-0.4, -1.3, 0.2], [0.5, -0.8, 0.1], [-1.0, 0.6, 0.7], [0.8, 0.0, -1.0], [-0.7, -0.3, 0.8], [-0.2, 0.3, -0.1], [0.5, 0.5, 0.3], [0.1, 0.1, 0.0], [0.1, 0.2, 0.1], [0.1, 0.3, -0.2], [-0.3, -0.3, -0.5], [-0.2, 0.2, -0.1], [0.4, 0.5, -0.4], [-0.1, 0.4, -0.2], [0.7, -0.3, -0.4], [-0.3, -0.3, 0.5], [0.1, 0.1, -0.2]], "lumo_energy_ev": -4.1, "total_charge": 2, "e_tot_ev": -81048.72305}

{"formula": "C28H32N13O3S4SbTi", "method": "wB97M-V/def2-TZVPD", "symbols": ["Ti", "C", "N", "C", "N", "C", "N", "C", "C", "C", "C", "C", "C", "C", "N", "N", "C", "O", "C", "C", "C", "C", "C", "C", "N", "C", "N", "C", "N", "C", "H", "H", "H", "H", "H", "H", "H", "H", "H", "H", "H", "H", "H", "H", "H", "H", "N", "C", "C", "O", "O", "H", "H", "H", "H", "S", "Sb", "S", "S", "S", "C", "N", "C", "N", "C", "N", "C", "N", "C", "C", "H", "H", "H", "H", "H", "H", "H", "H", "H", "H", "H", "H"], "coordinates": [[0.021, 0.097, -0.998], [-2.576, 0.591, 3.668], [-2.413, 0.777, 2.223], [-1.756, 0.001, 1.385], [-1.629, 0.595, 0.213], [-2.231, 1.803, 0.414], [-2.715, 1.956, 1.623], [-1.524, 1.267, 4.508], [-1.857, 2.367, 5.285], [-0.863, 2.979, 6.057], [0.432, 2.511, 6.049], [0.785, 1.397, 5.254], [-0.223, 0.787, 4.485], [2.126, 0.925, 5.209], [3.174, 1.341, 5.891], [4.240, 0.631, 5.481], [3.818, -0.212, 4.540], [2.461, -0.085, 4.345], [4.547, -1.125, 3.754], [5.964, -1.214, 3.826], [6.646, -2.073, 2.999], [5.975, -2.880, 2.064], [4.582, -2.814, 1.994], [3.858, -3.729, 1.031], [2.583, -3.197, 0.557], [2.289, -1.973, 0.112], [0.986, -1.903, -0.136], [0.536, -3.141, 0.190], [1.465, -3.960, 0.619], [3.876, -1.962, 2.821], [-2.549, -0.486, 3.834], [-3.565, 0.968, 3.920], [-1.411, -0.990, 1.631], [-2.265, 2.577, -0.333], [-2.872, 2.751, 5.285], [-1.114, 3.848, 6.655], [1.209, 2.997, 6.626], [0.039, -0.056, 3.855], [6.489, -0.568, 4.518], [7.729, -2.111, 3.047], [6.527, -3.540, 1.402], [3.606, -4.665, 1.525], [4.491, -3.958, 0.174], [3.011, -1.174, 0.002], [-0.496, -3.438, 0.085], [2.796, -1.898, 2.762], [1.371, -0.402, -2.642], [0.964, -1.678, -3.245], [-0.513, -1.952, -2.966], [-1.119, -2.723, -3.696], [-1.005, -1.334, -1.937], [1.108, 0.371, -3.251], [2.379, -0.277, -2.504], [1.523, -2.498, -2.791], [1.131, -1.719, -4.319], [2.337, 4.615, -0.019], [2.027, 2.487, -0.717], [1.292, 0.925, 0.923], [0.007, 2.286, -2.054], [3.810, 1.528, -1.832], [-1.953, 0.760, -4.695], [-2.670, 0.570, -3.434], [-3.372, 1.811, -3.113], [-4.329, 2.197, -4.170], [-3.571, 2.345, -5.418], [-2.866, 1.117, -5.800], [-3.857, 0.043, -5.924], [-4.620, -0.172, -4.689], [-3.652, -0.497, -3.619], [-5.275, 1.092, -4.341], [-1.448, -0.172, -4.957], [-1.217, 1.554, -4.567], [-2.637, 2.608, -2.989], [-3.922, 1.677, -2.179], [-2.838, 3.142, -5.289], [-4.262, 2.620, -6.219], [-3.340, -0.883, -6.180], [-4.554, 0.296, -6.728], [-3.130, -1.420, -3.872], [-4.196, -0.643, -2.684], [-5.823, 0.954, -3.407], [-5.985, 1.353, -5.131]], "forces_ev_per_angstrom": [[0.7, -0.3, 0.2], [-0.1, 0.0, -0.2], [0.1, 0.4, 0.6], [-0.2, -0.5, -0.2], [-1.0, 0.1, 0.5], [0.0, 0.0, 0.1], [0.0, -0.1, -0.1], [0.1, 0.1, -0.2], [0.0, 0.0, 0.1], [0.0, 0.0, 0.0], [0.0, -0.1, -0.1], [-0.2, 0.1, 0.0], [0.1, 0.0, 0.1], [0.2, 0.0, 0.1], [-0.1, -0.1, -0.1], [-0.1, 0.0, 0.0], [0.1, 0.0, 0.1], [0.0, 0.0, 0.0], [0.0, -0.1, -0.1], [0.0, -0.1, 0.0], [0.0, 0.0, 0.0], [0.0, -0.1, 0.0], [-0.1, 0.2, 0.0], [0.0, 0.1, 0.1], [0.1, -0.1, 0.1], [0.0, -0.2, 0.1], [0.1, 0.1, 0.2], [-0.2, 0.1, -0.2], [0.1, 0.1, 0.0], [0.0, 0.0, 0.0], [-0.1, -0.1, 0.0], [0.0, 0.0, 0.0], [0.1, 0.1, 0.0], [0.0, 0.0, 0.0], [0.0, 0.0, 0.0], [0.0, 0.0, 0.0], [0.0, 0.0, 0.0], [0.0, 0.0, 0.0], [0.0, 0.0, 0.0], [0.0, 0.0, 0.0], [0.0, 0.1, 0.0], [-0.1, -0.1, -0.1], [0.0, 0.0, 0.0], [-0.1, 0.0, 0.0], [0.0, 0.0, 0.0], [0.0, 0.0, 0.0], [-0.2, -0.5, -0.6], [0.1, 0.2, 0.2], [0.0, 0.0, 0.0], [-0.2, -0.1, 0.1], [0.0, -0.2, -0.4], [0.1, 0.1, 0.0], [0.0, 0.0, 0.2], [0.1, 0.0, 0.0], [0.0, 0.0, -0.1], [-0.2, -0.1, 0.0], [0.5, 0.5, -0.2], [0.3, 0.2, -0.2], [0.1, 0.3, 0.0], [-0.1, -0.1, 0.0], [-0.2, 0.0, 0.0], [-0.1, 0.2, -0.1], [0.0, -0.1, -0.2], [0.0, 0.0, 0.0], [0.0, -0.1, 0.0], [0.0, 0.0, 0.1], [0.0, 0.0, 0.1], [0.1, 0.0, 0.0], [0.0, 0.1, -0.1], [0.1, 0.0, 0.0], [0.0, 0.0, 0.0], [0.0, 0.0, 0.0], [0.0, 0.0, 0.0], [0.0, 0.0, 0.0], [0.0, 0.0, 0.0], [0.0, 0.0, 0.0], [0.0, 0.0, 0.0], [0.0, 0.0, 0.0], [0.0, 0.0, 0.0], [0.0, 0.0, 0.0], [0.0, 0.0, 0.0], [0.0, 0.0, 0.0]], "lumo_energy_ev": [3.8, 3.8], "total_charge": -2, "e_tot_ev": -128069.58997, "multiplicity": 3}